No. 1
This record from the Open Molecules 2025 dataset describes C37H40IrN7O4S3Si as an isolated structure. The level of theory is ωB97M-V with the def2-TZVPD basis set.

Properties
Energy above the lowest of the compared OMol25 structures with the same formula, charge and spin (kcal per mole): 3.7
LUMO (Eh): -0.232
Charge: +2
HOMO-LUMO gap (eV): 6.58

Each line ends with the Löwdin charge.
Positions of all 93 atoms, in Å:
Ir (0.3042, 0.1372, 0.3736)  1.45
C (3.8714, -0.9615, -0.3999)  -0.02
C (3.5259, 0.4772, -0.2004)  -0.29
C (4.4700, 1.4821, -0.3482)  -0.02
C (4.1081, 2.8064, -0.1422)  -0.01
C (2.8034, 3.1521, 0.1837)  0.00
C (1.8960, 2.1165, 0.3000)  -0.42
N (2.2777, 0.8169, 0.1526)  -0.03
N (0.5354, 2.0972, 0.5383)  -0.20
Si (-0.3966, 3.5229, 1.0837)  0.44
C (0.4181, 4.1144, 2.6583)  -0.16
C (-2.1464, 2.9677, 1.4243)  -0.15
C (-0.3603, 4.7801, -0.2922)  -0.16
H (4.2276, -1.4107, 0.5297)  0.09
H (4.6723, -1.0667, -1.1284)  0.10
H (3.0132, -1.5356, -0.7467)  0.06
H (5.4800, 1.2139, -0.6226)  0.12
H (4.8503, 3.5869, -0.2516)  0.13
H (2.5075, 4.1811, 0.3189)  0.10
H (0.5076, 3.2986, 3.3817)  0.03
H (-0.1849, 4.8971, 3.1278)  0.04
H (1.4133, 4.5329, 2.4961)  0.03
H (-2.2293, 2.3713, 2.3371)  0.03
H (-2.5902, 2.4209, 0.5914)  0.02
H (-2.7578, 3.8628, 1.5724)  0.05
H (0.6427, 5.0934, -0.5850)  0.03
H (-0.8958, 5.6790, 0.0286)  0.05
H (-0.8692, 4.4023, -1.1821)  0.04
S (-4.3428, 0.0078, -3.0776)  1.07
C (-5.9297, 0.0963, -3.6924)  -0.37
C (-6.8626, 0.0505, -2.7021)  -0.15
C (-6.2845, -0.0614, -1.4169)  -0.10
C (-4.9133, -0.0955, -1.4517)  -0.49
C (-3.9973, -0.2166, -0.3225)  -0.17
C (-2.6146, -0.0027, -0.5061)  -0.08
N (-1.7395, -0.1118, 0.4778)  -0.06
C (-2.1713, -0.4308, 1.7047)  -0.18
C (-3.5131, -0.6405, 2.0103)  -0.11
C (-3.8465, -0.9332, 3.3795)  0.03
C (-2.8911, -0.9743, 4.3381)  0.02
C (-1.5054, -0.7353, 4.0243)  -0.11
C (-0.4645, -0.7177, 4.9592)  0.07
C (0.8389, -0.4428, 4.5629)  -0.17
C (1.0673, -0.2108, 3.1937)  -0.04
N (0.0975, -0.2514, 2.2957)  -0.03
C (-1.1766, -0.4901, 2.6930)  -0.15
C (1.9582, -0.3906, 5.4987)  -0.49
C (3.2936, -0.2328, 5.2155)  -0.11
C (4.1021, -0.2323, 6.3743)  -0.16
C (3.3752, -0.3908, 7.5150)  -0.37
S (1.7095, -0.5433, 7.1970)  1.09
C (-4.4306, -0.5373, 0.9588)  0.10
H (-6.0906, 0.1768, -4.7559)  0.08
H (-7.9261, 0.0962, -2.8834)  0.12
H (-6.8710, -0.0989, -0.5093)  0.12
H (-2.2176, 0.2869, -1.4723)  0.11
H (-4.8845, -1.1106, 3.6317)  0.13
H (-3.1548, -1.1823, 5.3676)  0.13
H (-0.6925, -0.9122, 6.0006)  0.12
H (2.0571, 0.0156, 2.8211)  0.12
H (3.7031, -0.1219, 4.2202)  0.11
H (5.1766, -0.1207, 6.3627)  0.12
H (3.7326, -0.4279, 8.5324)  0.08
H (-5.4805, -0.7157, 1.1550)  0.14
C (5.4193, -5.8569, -2.4837)  -0.11
C (4.8821, -6.6265, -1.2876)  -0.28
S (3.7491, -5.6850, -0.2879)  0.66
O (3.9532, -4.2644, -0.4971)  -0.33
O (3.7880, -6.1764, 1.0667)  -0.30
C (2.1064, -6.0228, -0.9354)  -0.20
C (1.0795, -5.4694, 0.0510)  -0.11
N (0.6017, -4.1199, -0.2925)  0.08
C (0.9148, -2.9962, 0.3844)  -0.28
N (0.2900, -1.9419, -0.1536)  -0.05
C (-0.4363, -2.4062, -1.2158)  -0.02
C (-0.2566, -3.7423, -1.3032)  -0.11
N (-0.8454, -4.6277, -2.2739)  -0.32
O (-0.4919, -5.7905, -2.2656)  0.11
O (-1.6372, -4.1243, -3.0367)  0.13
C (1.7949, -2.9735, 1.5795)  0.02
H (6.1306, -6.4861, -3.0176)  0.09
H (5.9286, -4.9500, -2.1666)  0.08
H (4.6256, -5.5847, -3.1801)  0.08
H (5.6629, -6.9280, -0.5875)  0.11
H (4.3465, -7.5329, -1.5813)  0.11
H (1.9697, -7.0948, -1.0705)  0.12
H (2.0438, -5.5397, -1.9089)  0.11
H (1.5202, -5.3951, 1.0437)  0.11
H (0.2223, -6.1290, 0.1232)  0.14
H (-1.0459, -1.7830, -1.8462)  0.12
H (1.2628, -3.3316, 2.4648)  0.11
H (2.1169, -1.9527, 1.7530)  0.05
H (2.6826, -3.5824, 1.4207)  0.07

Atomic forces in eV per Å
Ir 0.009 -0.360 -0.341
C -0.071 -0.102 0.020
C 0.133 0.043 -0.016
C 0.018 -0.121 -0.011
C -0.144 0.089 0.045
C 0.285 0.085 -0.065
C -0.565 -0.221 0.162
N -0.116 -0.145 0.177
N 0.142 0.654 -0.104
Si 0.251 -0.249 -0.054
C -0.156 0.138 -0.007
C 0.020 0.117 0.026
C -0.147 0.098 0.139
H -0.021 -0.011 0.002
H -0.006 0.016 0.003
H 0.016 -0.001 0.006
H -0.002 0.035 -0.008
H 0.001 -0.013 0.003
H -0.001 -0.023 -0.010
H -0.003 0.000 -0.042
H 0.036 -0.012 -0.017
H -0.020 -0.039 -0.008
H 0.022 -0.014 -0.045
H 0.008 0.030 0.001
H 0.015 -0.032 0.033
H -0.025 -0.049 0.020
H 0.026 -0.010 -0.031
H 0.031 -0.025 0.019
S -0.041 -0.015 0.039
C 0.042 0.007 -0.022
C -0.086 -0.004 -0.001
C 0.095 0.015 -0.010
C -0.074 -0.011 0.004
C 0.026 -0.009 0.021
C -0.055 0.023 0.067
N 0.117 0.142 -0.610
C -0.238 -0.054 0.095
C -0.050 0.011 -0.051
C 0.057 -0.030 0.117
C -0.104 0.002 -0.060
C 0.112 0.005 0.004
C 0.045 0.009 -0.020
C -0.118 -0.045 0.041
C 0.097 0.125 0.052
N 0.179 -0.077 0.102
C 0.086 -0.073 0.440
C 0.069 -0.016 -0.007
C -0.089 0.001 0.027
C 0.112 0.009 -0.013
C -0.038 -0.023 0.037
S 0.038 0.033 -0.048
C 0.038 -0.008 -0.030
H 0.004 -0.002 0.021
H 0.021 0.001 -0.006
H 0.027 0.003 -0.016
H -0.039 0.018 -0.005
H 0.027 0.007 0.010
H -0.003 0.008 -0.030
H 0.030 0.007 -0.005
H -0.046 0.036 -0.009
H -0.028 -0.003 0.022
H -0.036 -0.003 0.008
H -0.007 0.005 -0.033
H 0.019 0.011 -0.034
C -0.027 -0.028 -0.037
C -0.027 -0.093 -0.090
S -0.053 0.124 0.033
O 0.015 0.044 0.000
O -0.069 -0.056 -0.044
C 0.115 0.031 -0.086
C 0.000 0.063 0.045
N 0.045 0.070 0.024
C -0.090 -0.099 0.011
N 0.182 -0.034 0.079
C -0.142 0.105 -0.021
C 0.079 -0.085 0.057
N 0.062 0.014 -0.130
O -0.033 -0.010 0.082
O -0.020 0.017 0.047
C -0.009 0.058 -0.027
H -0.015 0.009 0.009
H -0.011 -0.003 0.003
H 0.011 0.002 0.020
H 0.009 0.079 0.005
H 0.028 0.024 0.056
H 0.064 0.008 0.110
H -0.028 -0.065 -0.015
H -0.044 -0.091 0.009
H -0.065 -0.003 -0.095
H 0.037 -0.032 -0.026
H 0.024 -0.001 -0.019
H 0.031 -0.014 -0.012
H 0.008 -0.020 0.015

---

No. 2
This record from the Open Molecules 2025 dataset describes C37H40IrN7O4S3Si as an isolated structure. The level of theory is ωB97M-V with the def2-TZVPD basis set.

Properties
Multiplicity: 5
<S²>: 6.1066
LUMO (spin up / spin down) (Eh): -0.195 / -0.306
Charge: +2
HOMO-LUMO gap (spin up / spin down) (eV): 5.40 / 4.21

Each line ends with the Mulliken spin population.
Positions of all 93 atoms, in Å:
Ir (0.2902, 0.9593, -1.4273)  1.68
C (3.9158, -0.0569, -2.4944)  0.00
C (3.4415, 1.3559, -2.4106)  0.03
C (4.2149, 2.3975, -2.9236)  0.07
C (3.7540, 3.7051, -2.8441)  -0.02
C (2.5459, 3.9709, -2.2294)  0.09
C (1.8012, 2.8894, -1.7462)  -0.08
N (2.2597, 1.6050, -1.8497)  -0.01
N (0.5696, 2.8993, -1.1946)  0.23
Si (-0.0455, 4.2921, -0.2782)  -0.01
C (1.4151, 4.7463, 0.8700)  0.02
C (-1.5498, 3.7955, 0.7741)  -0.01
C (-0.5174, 5.7138, -1.4705)  0.01
H (4.9029, -0.1014, -2.9429)  0.00
H (3.2230, -0.6335, -3.1066)  0.00
H (3.9731, -0.5054, -1.5036)  0.00
H (5.1629, 2.1765, -3.3877)  0.00
H (4.3379, 4.5059, -3.2684)  0.00
H (2.1468, 4.9676, -2.1672)  0.00
H (1.7242, 3.8909, 1.4639)  0.00
H (1.1239, 5.5375, 1.5519)  0.00
H (2.2745, 5.0933, 0.3054)  0.00
H (-1.2411, 3.2670, 1.6695)  0.00
H (-2.2852, 3.1817, 0.2697)  0.01
H (-2.0504, 4.7039, 1.0935)  0.00
H (0.3447, 6.2864, -1.8001)  0.00
H (-1.1730, 6.4077, -0.9535)  0.00
H (-1.0422, 5.3632, -2.3545)  0.00
S (-4.2661, 4.4398, -1.8617)  0.00
C (-5.8491, 5.0636, -1.8920)  0.28
C (-6.8076, 4.0760, -1.8568)  0.01
C (-6.2673, 2.7969, -1.8019)  0.16
C (-4.8741, 2.7923, -1.8001)  0.18
C (-3.9951, 1.6775, -1.7580)  0.12
C (-2.5993, 1.8549, -1.7712)  0.08
N (-1.7319, 0.8714, -1.6597)  0.15
C (-2.1987, -0.4312, -1.6716)  0.21
C (-3.6012, -0.7127, -1.6975)  -0.09
C (-4.0011, -2.0892, -1.7552)  0.08
C (-3.0906, -3.0855, -1.7793)  -0.08
C (-1.6815, -2.8164, -1.7315)  0.09
C (-0.7146, -3.7932, -1.7445)  -0.06
C (0.6616, -3.4345, -1.7365)  0.12
C (0.9754, -2.0632, -1.6937)  0.00
N (0.0817, -1.0956, -1.6789)  0.07
C (-1.2617, -1.4504, -1.6888)  -0.01
C (1.6736, -4.4297, -1.8035)  -0.03
C (3.0514, -4.2808, -1.9390)  0.08
C (3.7267, -5.4932, -2.0082)  -0.02
C (2.8860, -6.5823, -1.9191)  0.09
S (1.2559, -6.1369, -1.7578)  0.00
C (-4.4847, 0.3408, -1.6912)  0.37
H (-6.0025, 6.1246, -1.9353)  0.01
H (-7.8622, 4.2818, -1.8696)  0.00
H (-6.8677, 1.9064, -1.7738)  0.00
H (-2.1905, 2.8503, -1.8683)  0.03
H (-5.0568, -2.3042, -1.8046)  0.00
H (-3.3981, -4.1176, -1.8492)  0.00
H (-0.9920, -4.8337, -1.7740)  0.01
H (2.0088, -1.7595, -1.6578)  0.00
H (3.5444, -3.3288, -1.9987)  0.01
H (4.7905, -5.5878, -2.1222)  0.00
H (3.1544, -7.6206, -1.9476)  0.00
H (-5.5448, 0.1579, -1.6539)  0.03
C (2.0935, -5.5127, 3.8462)  0.00
C (2.1341, -4.6195, 5.0654)  0.00
S (2.2591, -2.8676, 4.5818)  0.00
O (2.8150, -2.7374, 3.2499)  0.00
O (2.8974, -2.1040, 5.6109)  0.00
C (0.5379, -2.2267, 4.4262)  0.00
C (0.6424, -0.7181, 4.2090)  0.00
N (0.0978, -0.2923, 2.9373)  0.00
C (0.7699, -0.0071, 1.8041)  -0.03
N (-0.0733, 0.3717, 0.8420)  0.18
C (-1.3210, 0.3300, 1.3610)  -0.06
C (-1.2394, -0.0931, 2.6636)  -0.01
N (-2.3279, -0.3235, 3.5459)  0.00
O (-2.1050, -0.9053, 4.5860)  0.00
O (-3.4050, 0.0758, 3.1594)  0.00
C (2.2315, -0.1340, 1.6422)  -0.01
H (2.2029, -6.5556, 4.1368)  0.00
H (2.9090, -5.2494, 3.1761)  0.00
H (1.1542, -5.4067, 3.3075)  0.00
H (3.0127, -4.8012, 5.6807)  0.00
H (1.2424, -4.6978, 5.6833)  0.00
H (-0.0139, -2.4527, 5.3321)  0.00
H (0.0944, -2.7349, 3.5751)  0.00
H (1.6928, -0.4244, 4.2632)  0.00
H (0.1031, -0.1963, 5.0024)  0.00
H (-2.2088, 0.5763, 0.8181)  0.01
H (2.7569, 0.6915, 2.1226)  0.00
H (2.4711, -0.1238, 0.5818)  0.00
H (2.5873, -1.0655, 2.0939)  0.00

Atomic forces in eV per Å
Ir 0.198 0.207 0.157
C -0.117 0.018 -0.030
C 0.519 -0.069 -0.279
C -0.310 -0.032 0.184
C -0.042 -0.219 0.091
C -0.260 -0.362 0.041
C 1.912 0.660 -0.670
N -0.518 0.534 0.366
N -0.796 -0.904 -0.053
Si -0.235 1.037 0.805
C -0.763 -0.156 -0.663
C 0.708 0.069 -0.457
C 0.286 -0.707 0.523
H 0.027 -0.042 -0.049
H 0.026 -0.109 -0.061
H -0.026 -0.040 0.102
H 0.051 -0.049 0.001
H 0.070 0.126 -0.004
H -0.021 0.155 0.002
H -0.003 -0.187 0.080
H -0.092 0.181 0.142
H 0.129 0.072 -0.062
H 0.132 -0.127 0.168
H -0.146 -0.082 -0.080
H -0.077 0.226 0.056
H 0.145 0.029 -0.051
H -0.131 0.101 0.162
H -0.083 -0.118 -0.156
S -0.046 -0.102 -0.010
C 0.309 -0.092 -0.001
C -0.167 -0.333 0.032
C -0.676 0.253 -0.011
C 1.466 -0.290 -0.054
C 0.210 1.352 -0.107
C -0.158 0.294 -0.043
N 0.218 0.679 0.400
C -0.615 -1.358 -0.133
C 0.319 0.356 0.004
C 0.082 -0.234 0.031
C -0.004 0.076 0.035
C 0.031 0.400 0.004
C 0.968 0.503 0.004
C -1.518 0.259 -0.013
C 0.182 -0.137 0.010
N -0.725 -0.212 -0.046
C -0.278 0.136 -0.077
C 1.088 -1.126 -0.025
C -1.222 0.210 0.115
C -0.074 -1.101 0.043
C 0.328 0.522 -0.047
S 0.404 0.833 -0.026
C -0.454 -1.140 0.064
H -0.077 0.225 -0.009
H -0.180 0.050 -0.006
H -0.063 -0.167 0.013
H 0.116 0.034 0.038
H -0.123 -0.076 0.022
H -0.099 -0.093 0.027
H -0.133 -0.152 -0.042
H 0.085 0.071 -0.009
H 0.109 0.238 -0.020
H 0.197 -0.030 -0.015
H 0.075 -0.185 -0.006
H -0.127 -0.105 -0.054
C 0.028 -0.051 -0.168
C -0.025 0.605 -0.321
S -0.631 0.183 -0.272
O -0.053 -0.474 -0.095
O 0.006 0.007 0.596
C 0.759 -0.537 0.214
C 0.461 -0.092 0.646
N -0.407 0.060 -0.308
C 0.007 -0.008 -0.079
N 0.148 0.175 -0.277
C -0.248 -0.302 0.882
C 0.385 0.457 -1.259
N -0.167 0.113 -0.086
O -0.072 -0.142 0.295
O -0.182 -0.037 0.085
C 0.224 -0.111 0.152
H -0.029 -0.006 0.062
H -0.008 -0.100 -0.057
H -0.054 -0.017 -0.076
H 0.056 0.147 0.070
H -0.007 0.025 0.150
H -0.024 -0.105 0.067
H -0.125 -0.076 -0.030
H -0.140 0.218 -0.100
H 0.217 -0.057 -0.199
H -0.175 0.074 -0.096
H 0.031 0.077 0.027
H -0.005 0.049 -0.047
H 0.001 0.153 -0.129